Record 1
C13H11BN2O5S2 in the gas phase at a distorted geometry. Source: the OMol25 dataset; level of theory: wB97M-V/def2-TZVPD.

Geometry as XYZ:
```
34
Properties=species:S:1:pos:R:3:mulliken_charge:R:1
O 1.63 -0.69 -2.44 -0.658
S 0.77 -1.23 -1.35 1.221
O 0.52 -2.70 -1.06 -0.685
N 0.74 -0.61 0.24 -0.255
C 1.98 -0.07 0.57 0.636
C 3.07 0.20 -0.32 -0.561
C 4.18 0.88 0.13 -0.841
C 4.35 1.18 1.46 -0.665
C 3.31 0.90 2.35 0.123
B 3.44 1.24 3.84 0.615
O 2.49 1.96 4.59 -0.514
O 4.53 0.78 4.56 -0.691
C 2.15 0.28 1.93 -0.683
C -0.87 -0.72 -1.90 0.004
C -1.22 0.07 -2.95 -0.165
C -2.62 0.16 -3.07 -0.666
C -3.35 -0.47 -2.10 0.279
C -4.80 -0.48 -1.91 0.565
C -5.50 -1.03 -0.79 -0.377
C -6.80 -0.69 -0.99 -0.441
O -6.93 -0.06 -2.18 -0.161
N -5.72 0.02 -2.75 -0.437
S -2.24 -1.29 -1.03 -0.257
H 0.48 -1.45 0.71 0.376
H 2.99 -0.08 -1.37 0.659
H 4.98 1.13 -0.54 0.425
H 5.23 1.64 1.84 0.432
H 2.88 1.93 5.49 0.318
H 5.36 0.40 4.21 0.326
H 1.38 0.06 2.63 0.425
H -0.53 0.57 -3.62 0.464
H -3.10 0.80 -3.81 0.426
H -5.12 -1.63 0.01 0.341
H -7.64 -0.99 -0.37 0.420
```

Energy relative to the best compared isomer or geometry (same formula, charge and spin) (eV): 0.2972
SMILES: O=S(=O)(Nc1cccc(B(O)O)c1)c1ccc(-c2ccon2)s1
LUMO level (eV): -0.0697


Record 2
A 3-piece molecular cluster, C25H51F2N8O3 overall at a distorted geometry. Source: the OMol25 dataset; level of theory: wB97M-V/def2-TZVPD.

Geometry as XYZ:
```
89
Properties=species:S:1:pos:R:3:mulliken_charge:R:1
C -1.38 -2.25 2.60 -0.447
C -1.52 -2.08 1.19 -0.175
C -1.32 -1.94 -0.44 -0.301
C 0.22 -2.08 -0.96 -0.334
C 1.36 -1.50 0.07 -0.380
N 2.78 -1.74 -0.36 0.244
N 3.68 -0.83 0.20 -0.682
C 3.24 -3.19 -0.09 -0.851
N 3.46 -3.92 -1.27 0.172
C 4.00 -5.33 -1.27 -0.181
C 5.66 -5.42 -1.07 -0.135
F 6.30 -5.89 -2.34 -0.347
N 3.51 -3.68 1.28 0.768
C 2.72 -4.81 1.81 -0.655
C 1.15 -4.93 1.41 0.418
C 0.80 -6.02 0.23 0.204
N 0.35 -7.44 0.64 -0.657
O 0.82 -5.79 -1.09 -0.558
C 4.95 -3.62 1.72 0.069
O 5.53 -4.78 2.10 -0.515
N 5.83 -2.38 1.80 -0.153
C 5.43 -1.68 3.11 0.491
O 5.74 -0.38 3.29 -0.427
F 4.74 -2.53 4.13 -0.220
H -1.02 -2.38 3.73 0.347
H -1.93 -2.84 -0.92 0.348
H -1.74 -0.93 -0.88 0.203
H 0.36 -1.50 -2.00 0.397
H 0.48 -3.20 -1.19 0.068
H 1.21 -0.32 0.10 0.355
H 1.26 -1.86 1.18 0.227
H 3.49 -0.71 1.22 0.226
H 3.50 0.07 -0.32 0.300
H 3.28 -3.48 -2.22 0.426
H 3.82 -5.76 -2.37 0.489
H 3.46 -6.08 -0.55 0.010
H 5.97 -6.11 -0.17 0.280
H 6.00 -4.29 -0.94 0.142
H 3.21 -5.88 1.59 0.364
H 2.75 -4.73 3.00 0.377
H 0.60 -3.94 1.13 -0.658
H 0.59 -5.34 2.39 0.595
H -0.58 -7.25 1.13 0.309
H 0.05 -7.92 -0.26 0.354
H 6.81 -2.73 1.99 0.477
C -3.02 2.09 0.09 -0.643
C -4.37 2.17 -0.60 -0.464
N -4.97 0.86 -0.90 0.204
C -6.12 0.94 -1.80 -0.658
C -7.36 1.68 -1.30 -0.968
C -5.13 -0.04 0.24 -0.241
C -5.97 0.44 1.42 -1.170
H -2.31 1.48 -0.49 0.110
H -2.59 3.09 0.18 -0.040
H -3.09 1.67 1.10 0.320
H -4.22 2.71 -1.55 0.404
H -5.04 2.79 0.00 0.270
H -6.42 -0.07 -2.10 0.334
H -5.79 1.43 -2.73 0.399
H -7.91 1.09 -0.57 0.220
H -8.04 1.86 -2.14 0.404
H -7.12 2.65 -0.86 0.269
H -4.14 -0.31 0.62 -0.225
H -5.54 -1.00 -0.11 0.515
H -5.73 1.47 1.71 0.242
H -5.77 -0.19 2.29 0.424
H -7.04 0.37 1.21 0.297
C -1.89 6.15 0.38 -1.528
C -0.48 5.59 0.25 -0.456
N 0.00 5.51 -1.14 0.175
C 1.23 4.71 -1.28 -0.528
C 2.49 5.23 -0.60 -0.978
C -0.02 6.75 -1.91 -0.687
C 0.76 7.94 -1.36 -0.944
H -2.60 5.59 -0.23 0.311
H -2.22 6.09 1.42 0.408
H -1.94 7.21 0.08 0.392
H -0.50 4.58 0.67 0.473
H 0.20 6.18 0.87 0.301
H 1.44 4.55 -2.35 0.359
H 1.02 3.71 -0.89 0.223
H 2.92 6.08 -1.14 0.221
H 3.25 4.45 -0.59 0.404
H 2.32 5.53 0.43 0.276
H -1.07 7.06 -2.03 0.367
H 0.31 6.55 -2.93 0.342
H 0.61 8.08 -0.29 0.249
H 0.43 8.86 -1.86 0.369
H 1.83 7.84 -1.55 0.269
```

Total charge: +1
LUMO level (eV): -5.2726


Record 3
A 5-piece molecular cluster, C20H30O15 overall at a distorted geometry. Source: the OMol25 dataset; level of theory: wB97M-V/def2-TZVPD.

Geometry as XYZ:
```
65
Properties=species:S:1:pos:R:3:mulliken_charge:R:1
C -24.50 9.82 23.90 -0.816
C -23.14 9.53 23.24 0.393
C -23.27 9.06 21.77 -0.555
O -23.14 10.28 21.00 -0.310
C -22.58 11.21 21.75 0.657
O -22.34 12.34 21.42 -0.551
O -22.45 10.77 23.03 -0.344
H -24.95 8.84 24.06 0.415
H -25.19 10.45 23.34 -0.092
H -24.22 10.23 24.86 0.298
H -22.61 8.78 23.81 0.371
H -24.20 8.62 21.43 0.310
H -22.40 8.46 21.51 0.282
C -28.26 8.26 18.94 -1.164
C -29.58 8.18 19.67 0.346
C -29.58 9.05 20.96 0.114
O -30.52 10.08 20.66 -0.351
C -31.02 9.94 19.42 0.696
O -31.77 10.74 18.95 -0.547
O -30.54 8.85 18.82 -0.384
H -28.06 9.32 18.73 0.169
H -28.27 7.85 17.93 0.376
H -27.46 7.75 19.47 0.336
H -29.92 7.16 19.83 0.324
H -28.63 9.59 21.07 -0.185
H -29.74 8.48 21.87 0.310
C -23.95 14.59 17.67 -1.229
C -24.50 13.23 17.24 0.356
C -23.72 12.04 17.79 -0.474
O -24.65 11.29 18.55 -0.218
C -25.83 11.96 18.58 0.571
O -26.79 11.52 19.13 -0.530
O -25.82 13.04 17.78 -0.353
H -24.55 15.42 17.31 0.365
H -22.91 14.71 17.35 0.387
H -23.86 14.55 18.75 0.221
H -24.65 13.15 16.16 0.366
H -22.80 12.27 18.33 0.275
H -23.38 11.49 16.90 0.297
C -23.09 15.06 24.77 -1.201
C -22.92 14.32 26.13 0.348
C -21.72 13.36 26.16 -0.158
O -20.96 13.86 27.27 -0.387
C -21.51 14.96 27.81 0.591
O -21.05 15.49 28.77 -0.525
O -22.63 15.31 27.11 -0.391
H -23.89 15.73 25.08 0.370
H -23.45 14.28 24.10 0.212
H -22.24 15.65 24.43 0.348
H -23.86 13.85 26.43 0.275
H -21.19 13.34 25.22 0.280
H -22.12 12.41 26.51 0.223
C -25.27 14.38 21.42 -1.212
C -26.58 13.90 22.04 0.612
C -26.70 12.37 22.21 0.292
O -27.02 12.20 23.61 -0.417
C -27.02 13.41 24.22 0.554
O -27.27 13.54 25.38 -0.569
O -26.53 14.34 23.41 -0.378
H -25.29 14.54 20.35 0.249
H -24.52 13.61 21.58 0.038
H -25.02 15.33 21.90 0.462
H -27.48 14.36 21.63 0.358
H -25.77 11.89 21.92 -0.177
H -27.56 11.99 21.66 0.068
```

Energy relative to the best compared isomer or geometry (same formula, charge and spin) (eV): 1.1206
SMILES: C[C@H]1COC(=O)O1.C[C@H]1COC(=O)O1.C[C@H]1COC(=O)O1.C[C@H]1COC(=O)O1.C[C@H]1COC(=O)O1
LUMO level (eV): 0.0913


Record 4
C6H10O in the gas phase. Source: the OMol25 dataset; level of theory: wB97M-V/def2-TZVPD.

Geometry as XYZ:
```
17
Properties=species:S:1:pos:R:3:mulliken_charge:R:1
C -1.11 -0.46 2.06 -1.204
C -0.02 -0.84 1.04 -0.187
C 0.41 0.50 0.53 -0.331
C 0.00 1.09 -0.59 -0.535
C -0.21 0.28 -1.85 -0.529
C 1.28 0.00 -2.01 0.108
O 1.85 -0.91 -1.44 -0.480
H -1.88 0.13 1.55 0.341
H -0.67 0.20 2.83 0.332
H -1.57 -1.32 2.55 0.349
H -0.44 -1.49 0.26 0.220
H 0.79 -1.41 1.52 0.304
H 0.98 1.08 1.25 0.353
H 0.15 2.16 -0.72 0.370
H -0.62 0.86 -2.69 0.301
H -0.77 -0.65 -1.73 0.250
H 1.84 0.79 -2.54 0.338
```

Energy relative to the best compared isomer or geometry (same formula, charge and spin) (eV): 1.2954
SMILES: CC/C=C\CC=O
LUMO level (eV): 0.8194


Record 5
A 8-piece molecular cluster, H16O7S overall at a distorted geometry. Source: the OMol25 dataset; level of theory: wB97M-V/def2-TZVPD.

Geometry as XYZ:
```
24
Properties=species:S:1:pos:R:3:mulliken_charge:R:1
O -2.48 0.07 1.77 -0.607
H -2.76 -0.43 2.54 0.314
H -1.71 0.63 1.82 0.284
O 1.46 3.06 -1.41 -0.639
H 2.31 3.06 -1.88 0.332
H 1.55 3.93 -0.99 0.281
O 1.20 -1.90 -1.95 -0.720
H 0.97 -1.97 -1.01 0.396
H 1.95 -2.44 -2.21 0.332
O 1.83 0.54 -2.77 -0.694
H 1.06 1.11 -2.74 0.343
H 1.85 -0.34 -2.36 0.355
O 1.80 0.70 0.18 -0.619
H 1.44 1.58 0.31 0.291
H 1.86 0.50 -0.76 0.360
O 1.29 -2.34 0.87 -0.700
H 1.41 -1.38 0.96 0.351
H 0.46 -2.55 1.32 0.358
O -1.28 -1.94 2.61 -0.642
H -1.44 -2.88 2.80 0.308
H -0.66 -1.84 3.36 0.333
S -4.23 1.90 -0.57 -0.272
H -3.68 2.34 0.52 0.115
H -4.22 0.60 -0.42 0.139
```

Energy relative to the best compared isomer or geometry (same formula, charge and spin) (eV): 2.0442
SMILES: O.O.O.O.O.O.O.S
LUMO level (eV): 0.1218


Record 6
CH5NO3 as an isolated structure at a distorted geometry. Source: the OMol25 dataset; level of theory: wB97M-V/def2-TZVPD.

Geometry as XYZ:
```
10
Properties=species:S:1:pos:R:3:mulliken_charge:R:1
N -1.65 -0.80 0.07 -0.354
C -1.20 0.46 0.00 0.544
O -1.83 1.45 -0.22 -0.403
H -2.63 -0.99 -0.09 0.253
H -1.00 -1.55 -0.10 0.254
H 1.69 0.32 -0.43 0.433
O 0.57 0.20 0.15 -0.545
O 2.80 -0.15 -0.41 -0.755
H 3.14 -0.01 0.48 0.260
H 0.11 1.06 0.57 0.314
```

Energy relative to the best compared isomer or geometry (same formula, charge and spin) (eV): 4.2454
LUMO level (eV): -0.3139


Number 1: molar mass 350.2 g/mol, orbital gap 8.85 eV, electronic energy -49222.94792 eV. Number 2: molar mass 549.7 g/mol, orbital gap 4.41 eV, electronic energy -50229.52311 eV. Number 3: molar mass 510.4 g/mol, orbital gap 10.86 eV, electronic energy -51939.62885 eV. Number 4: molar mass 98.1 g/mol, orbital gap 9.85 eV, electronic energy -8429.94494 eV. Number 5: molar mass 160.2 g/mol, orbital gap 9.40 eV, electronic energy -25426.82309 eV. Number 6: molar mass 79.1 g/mol, orbital gap 9.12 eV, electronic energy -8747.57831 eV.